Record 1
DFT (the ωB97M-V functional and the def2-TZVPD basis) results for a 8-piece molecular cluster, C38H92Cl2O23P2 overall at a distorted geometry.

The value obtained for the HOMO energy is -8.9 eV. The frontier orbital gap comes out at 9.42 eV. As for the total energy: -131607.6367 eV. As for the spin multiplicity: 1. The maximum force comes out at 2.41 eV/Å.

Each line ends with the Mulliken charge.
Positions of all 157 atoms, in Å:
1 Cl 7.54 -1.04 -0.59  -0.215
2 C 5.81 -0.86 -1.02  0.429
3 C 5.67 -0.06 -2.30  -0.701
4 Cl 3.97 -0.07 -2.88  -0.053
5 H 5.26 -0.40 -0.20  0.377
6 H 5.30 -1.80 -1.17  -0.399
7 H 6.24 -0.64 -3.03  0.163
8 H 6.03 0.97 -2.33  0.405
9 C 4.08 -6.16 -3.54  -0.845
10 O 4.56 -4.98 -2.92  -0.144
11 P 6.09 -4.80 -2.48  0.880
12 O 6.87 -6.03 -2.62  -0.788
13 O 6.55 -3.58 -3.40  -0.260
14 C 7.94 -3.28 -3.28  -0.816
15 O 5.95 -4.11 -1.05  0.089
16 C 6.39 -4.79 0.13  -0.616
17 H 3.51 -5.87 -4.42  0.272
18 H 3.46 -6.73 -2.84  0.263
19 H 4.86 -6.87 -3.82  0.382
20 H 8.28 -2.88 -2.32  0.265
21 H 8.17 -2.56 -4.05  0.237
22 H 8.50 -4.19 -3.49  0.408
23 H 6.62 -5.84 -0.01  0.406
24 H 5.62 -4.64 0.88  0.009
25 H 7.33 -4.35 0.49  0.266
26 C 0.39 0.59 -1.47  -0.807
27 O 0.83 -0.77 -1.39  0.488
28 P 1.34 -1.29 0.03  0.270
29 O 2.45 -0.56 0.63  -0.843
30 O 1.53 -2.84 -0.22  0.200
31 C 2.47 -3.36 -1.15  -0.691
32 O 0.00 -1.27 0.93  -0.156
33 C -0.27 -0.11 1.70  -0.856
34 H 0.36 0.92 -2.51  0.051
35 H 1.05 1.30 -0.97  0.362
36 H -0.65 0.56 -1.13  0.290
37 H 3.23 -3.98 -0.66  0.201
38 H 3.01 -2.61 -1.74  0.096
39 H 1.90 -3.96 -1.86  0.398
40 H -0.18 -0.31 2.77  0.408
41 H -1.32 0.14 1.52  0.187
42 H 0.33 0.78 1.53  0.358
43 C -3.71 0.02 3.79  -0.348
44 O -3.80 0.24 5.18  -0.110
45 C -4.68 -0.65 5.85  -0.460
46 C -6.08 -0.05 5.99  -0.665
47 O -6.24 1.16 6.70  -0.393
48 C -5.59 2.29 6.17  -0.004
49 C -6.08 3.46 7.00  -0.655
50 O -5.59 4.66 6.45  -0.157
51 C -5.72 5.80 7.23  -0.770
52 H -4.69 -0.14 3.34  0.372
53 H -3.10 -0.87 3.56  0.200
54 H -3.19 0.86 3.33  -0.195
55 H -4.22 -0.67 6.85  0.131
56 H -4.69 -1.70 5.53  0.506
57 H -6.75 -0.75 6.51  0.383
58 H -6.45 0.11 4.96  0.331
59 H -5.88 2.44 5.13  0.215
60 H -4.50 2.23 6.27  0.111
61 H -5.83 3.40 8.07  0.330
62 H -7.18 3.44 7.06  0.324
63 H -5.26 5.78 8.22  0.352
64 H -6.74 6.22 7.21  0.334
65 H -5.19 6.60 6.70  0.148
66 C -1.38 -1.29 7.45  -0.875
67 O -0.78 -1.72 6.25  -0.142
68 C -0.62 -3.13 6.18  -0.703
69 C 0.15 -3.55 4.94  -0.182
70 O 1.43 -2.98 5.03  -0.423
71 C 2.26 -3.14 3.89  0.221
72 C 2.64 -4.60 3.64  -0.206
73 O 1.63 -5.48 3.26  -0.407
74 C 1.30 -5.38 1.90  -0.553
75 H -1.66 -0.24 7.37  0.188
76 H -0.65 -1.45 8.25  0.360
77 H -2.31 -1.84 7.66  0.340
78 H -1.57 -3.68 6.28  0.381
79 H 0.02 -3.35 7.05  0.337
80 H -0.40 -3.32 4.03  0.195
81 H 0.21 -4.64 5.10  0.322
82 H 3.07 -2.41 3.99  0.471
83 H 1.74 -2.70 3.01  -0.417
84 H 3.16 -4.93 4.54  0.405
85 H 3.36 -4.57 2.80  -0.059
86 H 0.41 -5.91 1.59  0.382
87 H 2.19 -5.70 1.35  0.297
88 H 1.17 -4.36 1.52  0.089
89 C 3.67 4.10 -8.29  -0.572
90 O 4.55 3.43 -9.15  -0.410
91 C 4.14 2.22 -9.75  -0.422
92 C 3.99 1.12 -8.72  -0.601
93 O 2.98 1.32 -7.77  -0.176
94 C 1.66 1.04 -8.17  -0.335
95 C 0.68 1.40 -7.08  -0.831
96 O 0.91 0.75 -5.86  -0.112
97 C 1.82 1.38 -4.95  0.495
98 H 2.60 3.86 -8.32  0.185
99 H 3.74 5.17 -8.48  0.313
100 H 3.93 3.92 -7.24  0.237
101 H 4.93 1.94 -10.45  0.363
102 H 3.24 2.43 -10.34  0.301
103 H 4.91 1.15 -8.12  0.284
104 H 3.94 0.12 -9.17  0.389
105 H 1.46 0.00 -8.48  0.303
106 H 1.47 1.68 -9.05  0.355
107 H -0.33 1.10 -7.34  0.356
108 H 0.75 2.48 -6.94  0.311
109 H 2.82 1.51 -5.36  0.311
110 H 1.81 0.72 -4.09  -1.066
111 H 1.31 2.34 -4.75  0.333
112 C -4.79 -4.41 -1.64  -0.768
113 O -3.41 -4.09 -1.51  -0.367
114 C -2.99 -3.14 -2.45  -0.737
115 C -1.48 -2.91 -2.47  0.752
116 O -0.91 -2.93 -3.78  -0.558
117 C -0.90 -1.71 -4.52  0.233
118 C -2.21 -1.24 -5.13  -0.561
119 O -3.13 -0.74 -4.17  -0.312
120 C -2.95 0.60 -3.79  -0.541
121 H -5.35 -3.71 -1.02  0.274
122 H -4.93 -5.44 -1.31  0.257
123 H -5.13 -4.38 -2.68  0.320
124 H -3.48 -2.18 -2.22  0.368
125 H -3.31 -3.34 -3.48  0.320
126 H -0.96 -3.78 -2.07  0.229
127 H -1.20 -2.02 -1.91  -0.368
128 H -0.34 -2.06 -5.41  0.166
129 H -0.21 -0.99 -4.07  0.006
130 H -2.67 -2.01 -5.75  0.353
131 H -2.01 -0.39 -5.80  0.251
132 H -3.17 1.27 -4.63  0.323
133 H -1.90 0.78 -3.50  0.113
134 H -3.57 0.73 -2.91  0.264
135 C -1.00 3.70 1.87  -0.330
136 O -1.79 3.00 2.83  -0.177
137 C -2.37 3.68 3.93  -0.328
138 C -3.40 4.70 3.46  -0.405
139 O -2.74 5.85 2.99  -0.214
140 C -3.65 6.85 2.58  -0.151
141 C -2.86 8.00 1.95  -0.624
142 O -2.16 8.78 2.86  -0.330
143 C -2.96 9.72 3.55  -0.638
144 H -0.11 4.13 2.34  0.293
145 H -1.67 4.47 1.47  0.252
146 H -0.68 2.99 1.13  -0.117
147 H -1.58 4.10 4.57  0.364
148 H -2.77 2.84 4.49  -0.061
149 H -4.05 4.92 4.31  0.404
150 H -3.96 4.14 2.70  0.186
151 H -4.08 7.24 3.52  0.051
152 H -4.37 6.53 1.82  0.339
153 H -3.51 8.58 1.28  0.411
154 H -2.15 7.56 1.26  0.301
155 H -2.28 10.29 4.18  0.239
156 H -3.72 9.27 4.20  0.222
157 H -3.46 10.39 2.84  0.314

Record 2
DFT (the ωB97M-V functional and the def2-TZVPD basis) results for a 8-piece molecular cluster, C38H92Cl6N6 overall at a distorted geometry.

The value obtained for the HOMO energy is -8.1 eV. The frontier orbital gap comes out at 8.67 eV. As for the total energy: -124968.7905 eV. As for the spin multiplicity: 1. The maximum force comes out at 3.39 eV/Å.

Each line ends with the Mulliken charge.
Positions of all 142 atoms, in Å:
1 C 0.99 1.17 1.04  2.131
2 Cl 0.02 1.79 2.39  -0.226
3 Cl 0.19 1.44 -0.51  -0.007
4 Cl 1.34 -0.46 1.34  0.043
5 H 1.92 1.75 1.14  -1.978
6 C 0.84 -4.83 -1.52  1.287
7 Cl 1.88 -4.72 -3.00  -0.131
8 Cl 1.44 -3.81 -0.23  0.006
9 Cl 0.72 -6.52 -0.87  -0.151
10 H -0.20 -4.57 -1.78  -1.177
11 C 2.04 -0.91 -3.26  -0.672
12 C 3.49 -1.03 -3.77  -0.524
13 N 3.62 -0.22 -5.04  0.087
14 C 2.80 -0.77 -6.17  -0.512
15 C 3.06 -2.22 -6.50  -0.984
16 C 4.96 0.16 -5.43  -0.388
17 C 4.96 1.39 -6.39  -1.211
18 H 1.33 -1.55 -3.83  -0.016
19 H 1.58 0.12 -3.34  0.217
20 H 2.04 -1.17 -2.21  0.446
21 H 4.10 -0.49 -3.02  0.311
22 H 3.83 -2.07 -3.98  0.210
23 H 1.77 -0.57 -5.81  0.256
24 H 2.93 -0.15 -7.05  0.350
25 H 3.93 -2.39 -7.09  0.352
26 H 3.11 -2.80 -5.58  0.095
27 H 2.32 -2.71 -7.14  0.392
28 H 5.44 -0.65 -6.01  0.183
29 H 5.56 0.28 -4.52  0.415
30 H 5.99 1.64 -6.71  0.372
31 H 4.50 2.26 -6.00  0.340
32 H 4.38 1.15 -7.28  0.284
33 C 4.82 4.42 2.93  -1.305
34 C 3.69 3.49 2.45  -0.516
35 N 4.07 2.55 1.44  0.794
36 C 4.30 3.15 0.15  -0.830
37 C 3.21 4.01 -0.55  -0.985
38 C 5.21 1.76 1.79  -0.660
39 C 5.33 0.45 1.02  -1.429
40 H 5.66 3.88 3.31  0.284
41 H 4.48 5.08 3.71  0.457
42 H 5.21 5.06 2.11  0.283
43 H 3.33 2.87 3.39  0.095
44 H 2.82 4.08 2.20  0.502
45 H 5.21 3.82 0.24  0.367
46 H 4.75 2.48 -0.59  0.504
47 H 2.94 4.99 -0.01  0.234
48 H 3.47 4.25 -1.63  0.393
49 H 2.27 3.37 -0.67  0.038
50 H 5.22 1.53 2.85  0.533
51 H 6.15 2.35 1.47  0.300
52 H 6.13 -0.16 1.46  0.432
53 H 5.69 0.44 -0.03  0.379
54 H 4.41 -0.18 0.95  0.163
55 C -3.33 4.10 2.66  -0.935
56 C -4.29 3.17 3.37  -0.563
57 N -3.65 2.02 4.00  0.227
58 C -3.29 0.98 3.10  -0.304
59 C -2.59 -0.13 3.83  -2.002
60 C -4.34 1.55 5.20  -0.786
61 C -5.66 0.78 5.07  -1.120
62 H -2.79 3.59 1.83  -0.065
63 H -2.48 4.19 3.42  0.312
64 H -3.83 4.97 2.28  0.396
65 H -4.80 3.73 4.13  0.507
66 H -5.02 2.83 2.64  0.321
67 H -4.20 0.52 2.58  0.194
68 H -2.67 1.36 2.38  0.446
69 H -3.19 -0.86 4.36  0.437
70 H -2.12 -0.75 3.11  0.548
71 H -1.93 0.34 4.53  0.540
72 H -4.57 2.44 5.83  0.474
73 H -3.54 0.97 5.71  0.394
74 H -5.60 0.09 4.26  0.333
75 H -6.49 1.55 4.79  0.255
76 H -5.99 0.39 6.02  0.391
77 C -1.98 -4.39 0.48  -0.781
78 C -2.90 -4.45 -0.70  -0.875
79 N -2.28 -3.97 -2.03  1.039
80 C -2.35 -2.51 -2.14  -1.123
81 C -1.52 -1.92 -3.31  -0.778
82 C -2.95 -4.55 -3.19  -0.741
83 C -2.31 -5.86 -3.61  -1.203
84 H -2.56 -4.77 1.35  0.463
85 H -1.63 -3.40 0.72  0.219
86 H -1.06 -4.97 0.29  -0.070
87 H -3.29 -5.46 -0.89  0.473
88 H -3.82 -3.89 -0.46  0.397
89 H -3.39 -2.21 -2.15  0.291
90 H -1.90 -2.13 -1.26  0.440
91 H -2.02 -2.07 -4.27  0.368
92 H -1.48 -0.83 -3.19  0.365
93 H -0.52 -2.31 -3.18  -0.062
94 H -3.01 -3.91 -4.04  0.453
95 H -4.07 -4.66 -3.01  0.330
96 H -2.40 -6.70 -2.85  0.235
97 H -1.26 -5.74 -3.79  0.205
98 H -2.81 -6.22 -4.50  0.454
99 C 2.73 -0.62 5.12  -1.135
100 C 1.64 -1.59 5.19  0.119
101 N 1.91 -2.96 4.86  0.031
102 C 2.35 -3.31 3.50  0.319
103 C 2.71 -4.71 3.34  -1.629
104 C 0.71 -3.78 5.23  -1.057
105 C -0.45 -3.63 4.33  -0.381
106 H 3.03 -0.50 4.05  -0.042
107 H 3.69 -0.95 5.59  0.349
108 H 2.44 0.31 5.61  0.437
109 H 1.23 -1.57 6.24  0.322
110 H 0.84 -1.08 4.56  0.005
111 H 1.54 -2.99 2.78  -0.156
112 H 3.20 -2.66 3.21  0.273
113 H 3.36 -4.93 2.50  0.446
114 H 3.25 -5.04 4.24  0.397
115 H 1.83 -5.30 3.14  0.279
116 H 0.45 -3.57 6.24  0.585
117 H 1.00 -4.84 5.31  0.352
118 H -0.16 -3.82 3.30  0.044
119 H -0.91 -2.67 4.47  -0.001
120 H -1.27 -4.31 4.61  0.467
121 C -3.72 3.32 -4.51  -1.537
122 C -3.15 2.98 -3.14  0.144
123 N -3.99 3.64 -2.13  -0.144
124 C -3.58 3.17 -0.86  -0.043
125 C -3.78 1.68 -0.72  -0.654
126 C -3.69 5.09 -2.18  -0.244
127 C -4.57 5.88 -1.22  -1.207
128 H -4.76 3.13 -4.61  0.401
129 H -3.30 2.70 -5.29  0.428
130 H -3.67 4.35 -4.87  0.350
131 H -3.15 1.93 -3.04  0.254
132 H -2.06 3.36 -3.08  0.055
133 H -2.64 3.67 -0.57  0.366
134 H -4.27 3.74 -0.18  0.126
135 H -3.79 1.27 0.32  -0.149
136 H -4.61 1.38 -1.34  0.530
137 H -2.92 1.12 -1.19  -0.131
138 H -3.83 5.48 -3.21  0.276
139 H -2.62 5.24 -1.96  0.347
140 H -4.65 6.95 -1.41  0.415
141 H -4.13 5.95 -0.22  0.144
142 H -5.58 5.38 -1.22  0.320

Record 3
DFT (the ωB97M-V functional and the def2-TZVPD basis) results for C38H94O14Si2 as an isolated structure at a distorted geometry.

The value obtained for the HOMO energy is -8.0 eV. The frontier orbital gap comes out at 8.57 eV. As for the total energy: -85344.5870 eV. As for the spin multiplicity: 1. The maximum force comes out at 2.25 eV/Å.

Each line ends with the Mulliken charge.
Positions of all 148 atoms, in Å:
1 C -6.64 1.21 6.33  -0.626
2 O -6.15 0.75 5.06  -0.300
3 C -4.91 1.38 4.72  -0.615
4 C -5.22 2.82 4.13  -0.476
5 C -4.13 3.23 3.06  -0.491
6 C -4.87 3.85 1.79  0.010
7 C -3.87 4.71 0.90  -1.082
8 C -3.25 3.92 -0.31  -0.521
9 C -4.32 3.53 -1.42  -0.723
10 C -3.92 2.06 -1.97  -0.682
11 Si -4.77 0.82 -0.81  0.459
12 C -6.68 1.02 -0.93  -1.156
13 O -4.45 -0.82 -1.15  -0.315
14 Si -3.21 -1.07 -2.29  0.622
15 C -1.45 -0.63 -1.63  -0.614
16 C -0.36 -1.76 -1.96  -0.477
17 O 0.54 -1.33 -3.00  -0.110
18 C 1.90 -1.39 -2.58  -0.614
19 C 2.85 -1.78 -3.80  -0.257
20 O 3.98 -2.48 -3.23  -0.477
21 C 5.12 -1.68 -3.15  0.296
22 C 5.75 -1.22 -4.38  -0.574
23 C 6.95 -0.42 -4.37  0.187
24 C 7.58 -0.04 -3.11  -0.113
25 C 8.87 0.87 -3.02  2.372
26 C 9.47 1.24 -4.42  -1.509
27 C 9.96 -0.06 -2.31  -1.677
28 C 8.63 2.09 -2.05  -1.392
29 C 7.95 3.37 -2.68  2.055
30 C 6.79 3.08 -3.70  -1.304
31 C 7.27 4.14 -1.46  -1.496
32 C 9.02 4.41 -3.27  -1.406
33 C 6.92 -0.53 -1.89  -0.145
34 C 5.71 -1.33 -1.88  -0.928
35 H -7.71 1.53 6.20  0.254
36 H -6.54 0.37 7.07  0.075
37 H -6.06 2.08 6.72  0.394
38 H -4.41 0.80 3.90  0.402
39 H -4.22 1.46 5.61  0.264
40 H -6.22 2.75 3.63  0.299
41 H -5.27 3.61 4.92  0.254
42 H -3.45 4.04 3.43  0.351
43 H -3.53 2.34 2.74  0.244
44 H -5.41 3.09 1.19  -0.231
45 H -5.64 4.57 2.20  0.406
46 H -4.48 5.56 0.48  0.320
47 H -3.08 5.15 1.58  0.421
48 H -2.47 4.59 -0.76  0.350
49 H -2.69 3.01 0.06  0.280
50 H -5.35 3.49 -0.97  0.338
51 H -4.23 4.30 -2.23  0.397
52 H -2.80 2.04 -1.95  0.293
53 H -4.33 2.02 -3.02  0.401
54 H -4.41 1.20 0.57  -0.101
55 H -7.11 1.50 -0.01  0.316
56 H -7.15 0.00 -0.97  0.331
57 H -7.00 1.53 -1.87  0.345
58 H -3.18 -2.53 -2.55  -0.293
59 H -3.37 -0.34 -3.55  -0.178
60 H -1.12 0.29 -2.19  0.274
61 H -1.47 -0.36 -0.54  0.411
62 H -0.94 -2.65 -2.33  0.188
63 H 0.14 -2.03 -1.00  0.353
64 H 2.11 -2.14 -1.78  0.366
65 H 2.26 -0.38 -2.23  0.091
66 H 2.32 -2.47 -4.52  0.120
67 H 3.13 -0.87 -4.38  0.369
68 H 5.27 -1.53 -5.34  0.416
69 H 7.37 -0.09 -5.35  -0.037
70 H 10.59 1.30 -4.28  0.297
71 H 9.16 2.22 -4.83  0.134
72 H 9.32 0.40 -5.15  0.449
73 H 9.62 -0.45 -1.32  0.279
74 H 10.90 0.56 -2.21  0.512
75 H 10.20 -0.89 -3.02  0.399
76 H 9.61 2.39 -1.56  0.314
77 H 7.98 1.78 -1.19  0.162
78 H 7.12 2.74 -4.71  0.128
79 H 6.22 4.03 -3.85  0.486
80 H 6.11 2.28 -3.29  0.170
81 H 6.60 3.40 -0.92  0.337
82 H 6.57 4.93 -1.85  0.294
83 H 8.06 4.56 -0.79  0.375
84 H 8.93 5.39 -2.72  0.327
85 H 8.71 4.64 -4.33  0.184
86 H 10.07 4.04 -3.19  0.280
87 H 7.38 -0.24 -0.92  0.140
88 H 5.25 -1.66 -0.93  0.267
89 C 8.10 2.01 -8.02  -0.604
90 O 8.25 3.01 -7.02  -0.406
91 H 7.50 1.20 -7.62  0.191
92 H 7.60 2.43 -8.90  0.318
93 H 9.09 1.63 -8.31  0.263
94 H 8.78 3.72 -7.40  0.260
95 C -0.98 -1.44 -6.24  -0.348
96 O -0.15 -0.31 -6.02  -0.592
97 H -1.31 -1.44 -7.28  0.274
98 H -0.41 -2.36 -6.05  0.212
99 H -1.85 -1.40 -5.59  0.108
100 H 0.12 -0.34 -5.09  0.323
101 C -7.00 -2.06 9.25  -0.332
102 O -6.20 -0.91 9.51  -0.524
103 H -7.33 -2.02 8.21  0.169
104 H -6.42 -2.96 9.41  0.173
105 H -7.87 -2.06 9.91  0.246
106 H -5.92 -0.95 10.43  0.284
107 C -7.25 -1.92 4.33  -0.260
108 O -7.31 -3.34 4.41  -0.550
109 H -8.25 -1.53 4.15  0.279
110 H -6.86 -1.51 5.26  0.045
111 H -6.59 -1.62 3.50  0.186
112 H -6.41 -3.66 4.57  0.280
113 C -7.80 -6.22 9.57  -0.435
114 O -6.99 -5.08 9.83  -0.479
115 H -8.14 -6.19 8.53  0.078
116 H -7.22 -7.13 9.72  0.215
117 H -8.67 -6.22 10.23  0.319
118 H -6.71 -5.14 10.75  0.269
119 C 4.92 -0.47 1.92  -0.647
120 O 5.19 0.34 0.78  -0.360
121 H 5.79 -1.09 2.11  0.234
122 H 4.74 0.17 2.79  0.285
123 H 4.05 -1.10 1.74  0.272
124 H 4.41 0.88 0.62  0.232
125 C -3.95 -3.66 -7.98  -0.554
126 O -3.01 -3.60 -6.91  -0.422
127 H -4.34 -2.66 -8.16  0.211
128 H -3.45 -4.02 -8.89  0.258
129 H -4.77 -4.34 -7.72  0.267
130 H -2.68 -4.49 -6.78  0.256
131 C -4.97 -6.29 5.23  -0.542
132 O -4.16 -5.14 5.48  -0.520
133 H -5.31 -6.26 4.20  0.300
134 H -4.38 -7.20 5.39  0.316
135 H -5.83 -6.29 5.90  0.175
136 H -3.87 -5.19 6.40  0.295
137 C 7.67 8.15 -1.24  -0.582
138 O 7.11 7.47 -2.36  -0.450
139 H 8.54 7.60 -0.90  0.223
140 H 7.96 9.16 -1.53  0.299
141 H 6.93 8.20 -0.44  0.261
142 H 6.34 7.97 -2.65  0.273
143 C -7.44 -8.80 7.11  -0.594
144 O -6.50 -8.75 8.18  -0.474
145 H -7.86 -7.81 6.97  0.193
146 H -6.94 -9.11 6.19  0.296
147 H -8.23 -9.51 7.35  0.319
148 H -6.14 -9.64 8.28  0.277